1.
Formula: H24O12
Source: the Open Molecules 2025 dataset
Level of theory: ωB97M-V with the def2-TZVPD basis set

Its total charge is 0.

Each line ends with the Mulliken charge.
Element x y z (Å)
O: 1.575000 -6.136000 11.330000  -0.5631
H: 1.726000 -6.943000 11.868000  0.2585
H: 1.463000 -6.359000 10.417000  0.2491
O: -1.089000 -5.215000 16.115000  -0.6609
H: -0.727000 -4.377000 15.806000  0.2548
H: -0.458000 -5.572000 16.718000  0.3312
O: 3.235000 -3.498000 11.640000  -0.6521
H: 3.283000 -2.732000 11.068000  0.3286
H: 2.547000 -3.999000 11.188000  0.2693
O: 0.050000 -4.557000 13.186000  0.3475
H: 0.285000 -5.174000 12.496000  -0.1389
H: 0.689000 -4.577000 13.914000  0.1531
O: -0.180000 -2.762000 15.339000  -0.5811
H: -0.195000 -1.801000 15.317000  0.2137
H: 0.016000 -2.898000 16.247000  0.2779
O: -1.879000 -5.779000 11.308000  -0.6466
H: -1.308000 -5.076000 11.007000  0.4023
H: -1.657000 -6.126000 12.187000  0.3001
O: -1.109000 -7.026000 13.915000  -0.6195
H: -1.877000 -7.484000 14.293000  0.3061
H: -0.839000 -6.402000 14.586000  0.3154
O: 2.318000 -5.475000 14.452000  -0.6294
H: 2.583000 -5.901000 13.657000  0.2850
H: 3.025000 -4.846000 14.440000  0.2982
O: -0.051000 -1.879000 12.466000  -0.6057
H: -0.347000 -1.418000 13.202000  0.2988
H: -0.027000 -2.756000 12.853000  0.3120
O: 2.669000 -2.792000 14.250000  -0.5803
H: 2.304000 -3.260000 13.502000  0.3837
H: 3.399000 -2.449000 13.786000  0.2863
O: -2.599000 -4.127000 13.622000  -0.6285
H: -1.687000 -4.473000 13.501000  0.1810
H: -2.632000 -3.639000 14.427000  0.3137
O: -0.268000 -4.174000 9.835000  -0.6275
H: -0.038000 -3.302000 10.127000  0.3001
H: -0.907000 -3.958000 9.184000  0.2672

Atomic forces in eV per Å
O 0.5 0.0 1.7
H -0.3 0.5 -1.0
H -0.3 -0.5 -0.7
O -0.6 0.1 -0.4
H -0.3 -0.2 -0.3
H 0.7 -0.4 0.7
O -0.2 -0.1 -0.4
H 0.3 0.5 0.0
H -0.1 -0.6 0.2
O -0.3 1.0 0.4
H 0.6 -0.5 -0.3
H 0.2 -0.5 -0.3
O -0.3 0.6 -0.7
H 0.0 0.1 -0.4
H 0.6 -0.2 1.5
O -0.8 -1.1 -0.1
H 0.4 0.2 0.3
H 0.1 0.3 -0.3
O -0.3 -1.1 -0.5
H 0.3 0.3 -0.2
H -0.1 0.5 0.5
O -0.3 -0.4 0.6
H -0.2 -1.3 -1.2
H 0.6 1.4 0.9
O 0.9 -0.8 -1.9
H -1.0 1.9 1.7
H 0.1 -1.1 -0.3
O -0.8 -0.4 1.0
H -0.8 -0.2 -0.4
H 1.8 1.1 -0.5
O -0.1 -0.6 -1.0
H -0.7 0.5 0.3
H 0.2 0.4 0.9
O 1.0 -0.3 0.3
H 0.4 0.9 0.8
H -1.2 -0.2 -1.2


2.
Formula: H24O12
Source: the Open Molecules 2025 dataset
Level of theory: ωB97M-V with the def2-TZVPD basis set

Its total charge is 0.

Each line ends with the Mulliken charge.
Element x y z (Å)
O: -0.336721 0.206212 -0.038632  -0.1458
H: 0.208646 0.837269 0.455174  0.2709
H: 0.288516 -0.442529 -0.413855  0.1154
O: 2.919349 0.820745 -0.187385  -0.6092
H: 2.901316 0.016457 -0.720283  0.2544
H: 3.695801 1.306777 -0.506591  0.3278
O: 2.881167 -1.458455 1.973689  -0.6543
H: 3.407826 -0.781092 1.536121  0.3132
H: 2.195608 -1.701116 1.319228  0.3703
O: -1.416303 -3.128894 -0.969681  -0.6685
H: -1.969449 -2.552441 -0.421769  0.2676
H: -1.138655 -2.551994 -1.741204  0.4404
O: 0.894265 1.142618 -2.482754  -0.6856
H: 0.870020 1.599978 -1.623676  0.3426
H: 1.799063 1.243707 -2.799809  0.2856
O: -2.492040 -2.015136 1.647597  -0.6485
H: -2.345958 -1.905186 2.592438  0.2889
H: -2.561955 -1.103736 1.303076  0.3830
O: 0.589329 1.973150 2.896288  -0.6490
H: 1.167636 1.370622 3.385696  0.3074
H: 0.639303 2.813866 3.373920  0.3181
O: 1.276858 -2.040609 -0.380886  -0.6371
H: 0.980019 -2.952927 -0.223157  0.2827
H: 1.866971 -2.104655 -1.145404  0.2837
O: -0.825314 -1.175118 -2.861975  -0.6921
H: -0.153778 -0.566240 -2.496352  0.3062
H: -1.559809 -0.598844 -3.125175  0.3286
O: 1.183565 3.067777 0.286142  -0.6486
H: 0.946418 2.831157 1.203078  0.3582
H: 2.017593 2.599877 0.131060  0.3108
O: -3.270147 0.389127 -1.718165  -0.6507
H: -2.810251 0.188704 -0.890511  0.2365
H: -3.315540 1.351479 -1.742137  0.3257
O: -3.130157 1.000017 1.210793  -0.6614
H: -3.106132 0.871383 2.168306  0.2963
H: -2.297059 1.448049 1.006797  0.3366

Atomic forces in eV per Å
O 0.1 0.3 0.1
H -0.1 -0.2 -0.1
H -0.5 0.0 0.5
O 0.6 0.1 -0.2
H -0.1 0.1 0.1
H -0.1 -0.2 0.1
O -0.3 -0.1 -0.1
H -0.2 0.0 0.0
H 0.4 0.2 0.3
O 0.4 0.6 -0.9
H 0.3 -0.3 0.0
H -0.6 -0.6 1.0
O 0.3 0.0 0.2
H -0.2 -0.1 -0.2
H -0.2 0.1 -0.1
O -0.1 0.6 -0.1
H 0.0 -0.1 -0.1
H 0.0 -0.4 0.2
O 0.1 0.3 0.2
H -0.1 0.0 -0.2
H -0.1 -0.3 0.0
O 0.7 -0.2 -0.3
H -0.5 0.3 -0.2
H -0.2 -0.2 0.1
O 0.4 0.3 -0.1
H -0.5 0.0 -0.4
H 0.1 -0.1 0.3
O 0.0 -0.1 0.1
H 0.2 -0.1 -0.4
H -0.4 0.1 0.2
O 0.2 0.0 -0.1
H -0.1 0.1 -0.2
H 0.0 -0.1 0.1
O 0.2 0.0 0.2
H -0.1 0.1 -0.2
H 0.0 -0.1 0.0


3.
Formula: H24O12
Source: the Open Molecules 2025 dataset
Level of theory: ωB97M-V with the def2-TZVPD basis set

Its total charge is 0.

Each line ends with the Mulliken charge.
Element x y z (Å)
O: 3.758001 -0.803872 -2.846789  -0.6428
H: 3.553698 -0.359636 -3.679908  0.3206
H: 3.307657 -1.651359 -2.943017  0.3238
O: 0.952124 -2.354532 -1.215595  -0.5766
H: 0.480946 -2.448441 -0.371931  0.2206
H: 1.642531 -1.732925 -1.011732  0.3622
O: 1.665093 3.882999 0.877800  -0.5932
H: 2.246484 4.406978 0.320635  0.3004
H: 0.783525 3.884713 0.518011  0.3044
O: -1.303894 -0.099501 -0.341740  -0.4849
H: -0.774578 0.708412 -0.321876  0.2346
H: -0.647390 -0.804913 -0.285178  0.2614
O: 0.308217 0.551767 -4.149696  -0.6170
H: 0.606074 1.284798 -3.607445  0.2951
H: -0.336485 0.084393 -3.600239  0.3426
O: -2.369230 -1.433413 -2.468107  -0.6495
H: -1.487174 -1.816798 -2.514029  0.2733
H: -2.404095 -0.880661 -1.680631  0.3563
O: -2.449854 -3.155343 0.803033  -0.6064
H: -1.675380 -3.608925 0.453422  0.3308
H: -2.142269 -2.523166 1.448065  0.3215
O: -0.320670 0.982363 3.015208  -0.6077
H: -1.263348 0.903294 2.829023  0.3090
H: -0.062043 1.836916 2.653478  0.3110
O: 3.984617 0.378412 1.878686  -0.5940
H: 3.457084 -0.292908 2.112942  0.2829
H: 3.401407 1.124873 1.807679  0.3068
O: -2.577042 -1.078142 2.707864  -0.6398
H: -3.147342 -1.042289 3.475550  0.2753
H: -3.075395 -0.732935 1.984223  0.3332
O: 0.640506 -2.169439 1.478178  -0.6472
H: 0.906729 -2.516758 2.312723  0.2774
H: -0.035626 -1.525138 1.726055  0.3086
O: -1.819415 3.982877 -0.316537  -0.5813
H: -1.153066 4.625646 -0.510458  0.2955
H: -2.650396 4.392653 -0.537671  0.2930

Atomic forces in eV per Å
O -0.2 -0.1 -0.2
H 0.0 0.0 0.2
H 0.1 0.0 0.1
O -1.0 -0.1 -0.2
H 0.6 -0.4 -0.1
H 0.6 0.4 0.1
O 0.5 -0.3 0.6
H -0.2 0.0 -0.2
H -0.3 0.2 -0.4
O 0.3 0.3 0.5
H -0.2 0.0 0.0
H 0.0 0.0 -0.3
O -0.1 -0.2 0.1
H 0.0 0.1 0.1
H 0.0 0.1 -0.1
O -0.3 -0.1 -0.7
H 0.0 0.0 0.3
H 0.3 -0.1 0.0
O -0.1 -0.4 -0.6
H -0.1 0.1 0.1
H 0.2 0.1 0.5
O 0.0 0.0 -0.2
H 0.0 -0.2 0.0
H 0.0 0.0 0.1
O 3.2 3.5 -1.3
H -3.0 -4.1 1.4
H -0.3 0.6 -0.1
O 0.9 -0.1 0.6
H -0.2 -0.1 0.2
H -0.7 0.4 -0.9
O -0.7 0.7 -0.6
H 0.5 -0.6 0.9
H 0.0 0.2 0.1
O 0.1 -0.9 0.4
H 0.4 0.7 -0.3
H -0.4 0.2 -0.1


4.
Formula: H24O12
Source: the Open Molecules 2025 dataset
Level of theory: ωB97M-V with the def2-TZVPD basis set

Its total charge is 0.

Each line ends with the Mulliken charge.
Element x y z (Å)
H: 0.438169 1.141459 -0.625122  0.2505
H: -0.099072 0.003894 0.227732  0.2848
H: -2.801043 1.913070 -0.829557  0.2742
H: -1.473554 1.173933 -0.868176  0.2654
H: -1.645177 -1.122453 -1.648347  0.2676
H: -2.385282 -1.042752 -2.973463  0.2847
H: 2.524046 -0.117081 2.593377  0.3069
H: 2.824176 -1.594849 2.783546  0.3318
H: -1.120306 -1.432115 3.809770  0.3370
H: -0.843520 -2.134853 2.490835  0.3328
H: 0.012430 -2.608219 0.996265  0.1905
H: 1.520939 -2.431539 1.053053  0.2330
H: 1.894661 4.122022 0.894864  0.3242
H: 2.496355 3.532151 -0.370070  0.2931
H: 0.360573 -4.474665 -1.567004  0.3714
H: -0.389445 -3.389844 -2.322436  0.3057
H: -0.196097 5.383721 0.694482  0.3266
H: 0.064041 6.148599 1.981855  0.3165
H: 1.527601 -2.708929 -1.990594  0.3061
H: 2.537180 -2.163685 -0.993850  0.2670
H: -2.004615 0.306384 2.103075  0.2465
H: -3.011624 -0.823042 2.245794  0.2850
H: -1.030961 2.675000 -3.419489  0.2891
H: -0.114648 1.483482 -3.644638  0.3101
O: 0.478347 0.183917 -0.522715  -0.5650
O: -2.368079 1.148735 -1.226198  -0.5246
O: -1.511004 -0.931015 -2.583407  -0.5540
O: 3.221247 -0.721135 2.872696  -0.6230
O: -0.527815 -1.415848 3.049718  -0.6343
O: 0.838664 -3.096179 0.905598  -0.4929
O: 1.806344 3.380439 0.285567  -0.5904
O: -0.164738 -4.326315 -2.361379  -0.6666
O: 0.152417 5.274077 1.586394  -0.6467
O: 1.904309 -2.879612 -1.119992  -0.5697
O: -2.167812 -0.509235 2.590026  -0.5343
O: -0.746710 2.052481 -4.098209  -0.5989

Atomic forces in eV per Å
H 0.5 0.1 0.1
H 0.2 -0.1 0.2
H -0.1 0.0 0.0
H 0.0 -0.2 -0.3
H 0.0 0.2 -0.1
H 0.1 0.1 0.0
H 0.0 0.0 0.1
H 0.0 0.0 0.2
H 0.5 0.0 -0.3
H 0.2 0.1 0.5
H 0.3 -0.1 -0.1
H -0.2 -0.1 -0.2
H -0.3 0.0 0.2
H 0.0 -0.1 0.0
H 0.0 0.0 0.1
H -0.2 0.0 -0.1
H 0.1 -0.1 0.0
H 0.0 -0.1 0.1
H 0.2 0.0 -0.1
H 0.0 0.0 -0.1
H -0.1 0.1 0.1
H -0.6 0.4 -0.1
H -0.1 -0.1 -0.1
H -0.2 -0.2 -0.1
O -0.3 0.1 0.0
O -0.2 0.5 0.5
O 0.2 -0.7 -0.1
O -0.1 -0.1 -0.2
O 5.1 -3.0 1.8
O -0.9 -0.2 1.5
O 0.2 0.0 -0.3
O -0.1 0.1 0.0
O 0.0 0.3 0.0
O 0.9 0.4 -1.4
O -5.2 2.5 -1.8
O 0.2 0.2 0.1


5.
Formula: H24O12
Source: the Open Molecules 2025 dataset
Level of theory: ωB97M-V with the def2-TZVPD basis set

Its total charge is 0.

Each line ends with the Mulliken charge.
Element x y z (Å)
O: -2.000731 2.019982 -2.998885  -0.6309
H: -2.153981 2.822969 -2.491941  0.3187
H: -2.187796 1.296954 -2.383733  0.3450
O: 2.236498 1.537751 1.661131  -0.6627
H: 1.879273 1.249162 2.520012  0.4409
H: 1.497460 1.454824 1.047979  0.2518
O: -0.318111 -2.325779 -2.539528  -0.6668
H: 0.350350 -2.261773 -3.229615  0.3016
H: 0.193052 -2.333425 -1.709152  0.3851
O: -0.083353 -1.504013 1.935893  -0.7802
H: 0.357122 -1.891932 2.704533  0.3172
H: -0.998631 -1.812206 1.994017  0.2689
O: 0.040423 0.361879 -0.207583  0.1397
H: -0.589105 -0.077082 -0.799984  0.1301
H: -0.099290 -0.073718 0.645198  0.1379
O: 1.657708 0.808199 -2.629334  -0.6744
H: 1.188743 0.780402 -1.780626  0.2629
H: 1.568554 1.717822 -2.930127  0.3083
O: 0.709504 0.538781 3.899990  -0.6628
H: 0.180859 -0.052019 3.352417  0.3372
H: 0.252870 0.581061 4.745575  0.3171
O: -3.316713 -0.167817 0.956701  -0.6121
H: -3.657634 -0.848330 0.374764  0.2787
H: -2.786706 0.399335 0.387226  0.3217
O: -2.203114 -0.568492 -1.652567  -0.6207
H: -1.803782 -0.904683 -2.474962  0.2787
H: -2.826437 -1.251168 -1.394288  0.1926
O: 1.255622 -2.686416 -0.174062  -0.7555
H: 1.938667 -2.109111 -0.552802  0.3877
H: 0.793122 -2.131716 0.478125  0.3726
O: 3.322521 -0.647627 -0.066169  -0.6466
H: 3.149153 -0.031566 0.663825  0.3397
H: 3.774602 -0.119721 -0.732763  0.2995
O: -0.534421 2.565850 1.464371  -0.6133
H: -0.657776 2.232075 0.567176  0.2888
H: -0.128523 3.431561 1.349190  0.3035

Atomic forces in eV per Å
O 0.0 0.0 0.2
H 0.0 0.0 -0.1
H -0.1 0.0 -0.1
O 0.3 -0.5 0.1
H 0.0 0.3 -0.2
H -0.1 0.2 0.1
O 0.0 0.2 -0.3
H 0.0 0.0 0.0
H 0.0 -0.3 0.1
O -0.4 0.0 0.7
H 0.2 -0.1 -0.2
H 0.0 0.1 -0.1
O -0.2 0.2 0.0
H -0.1 -0.1 -0.1
H 0.2 0.0 0.0
O 0.0 0.0 0.2
H 0.2 -0.1 -0.1
H -0.1 -0.1 -0.1
O 0.0 -0.3 0.2
H -0.2 0.2 -0.1
H 0.1 0.1 0.0
O 0.2 -0.1 0.3
H -0.2 0.0 0.0
H 0.0 0.0 0.0
O -0.2 0.3 -0.3
H 0.3 -0.3 0.3
H 0.1 -0.1 -0.2
O -0.3 0.2 -0.4
H 0.2 0.1 0.5
H 0.4 -0.3 -0.2
O 0.1 -0.1 0.0
H -0.1 0.1 0.0
H -0.1 0.0 0.0
O -0.2 0.2 -0.1
H 0.1 -0.1 0.0
H 0.0 0.0 0.1


6.
Formula: H24O12
Source: the Open Molecules 2025 dataset
Level of theory: ωB97M-V with the def2-TZVPD basis set

Its total charge is 0.

Each line ends with the Mulliken charge.
Element x y z (Å)
H: 0.751467 0.798068 -0.989695  0.2577
H: 0.199582 -0.609492 -1.145376  0.1863
H: 4.905934 0.616771 0.620862  0.3089
H: 6.035230 1.425873 1.237372  0.3107
H: -2.572654 -3.045132 1.883761  0.3287
H: -1.095949 -3.343632 1.683062  0.3088
H: 3.646984 -0.975701 -3.624756  0.3122
H: 2.686440 -2.002257 -3.047194  0.2912
H: -2.782990 0.539235 -0.697504  0.2354
H: -2.239424 0.643662 0.718008  0.2497
H: 1.346619 -1.004382 2.096908  0.2773
H: 2.193968 -2.134177 2.658697  0.3112
H: -1.471998 -0.545728 2.852238  0.2399
H: -0.630802 -1.479543 1.997592  0.2605
H: 1.533558 4.420446 0.514344  0.3192
H: 1.671103 5.933384 0.560595  0.3136
H: 1.322067 -3.906027 -2.485581  0.3266
H: 1.083770 -2.837712 -1.431086  0.2949
H: -4.846141 -1.223379 -1.070361  0.3204
H: -3.460821 -1.739570 -1.423176  0.3206
H: -3.407327 3.055678 2.002433  0.2934
H: -3.254519 2.457421 0.613628  0.3198
H: -0.989437 3.074811 -1.947155  0.2529
H: -1.610951 1.955355 -2.766045  0.2498
O: -0.062832 0.317418 -1.176462  -0.4408
O: 5.509731 0.629189 1.372037  -0.6195
O: -1.793871 -3.373401 2.347146  -0.6133
O: 3.364116 -1.366775 -2.790469  -0.5876
O: -2.040736 0.889874 -0.192428  -0.5294
O: 2.137241 -1.172712 2.621858  -0.5825
O: -0.573489 -0.879006 2.749296  -0.5366
O: 1.412808 5.211286 -0.023226  -0.6310
O: 1.649196 -3.591058 -1.635422  -0.6430
O: -4.395114 -1.968854 -1.482468  -0.6271
O: -2.798263 3.011734 1.256712  -0.5778
O: -1.422490 2.218348 -1.858132  -0.5005

Atomic forces in eV per Å
H 0.0 0.0 -0.1
H 0.3 0.1 0.0
H 0.0 -0.1 0.1
H 0.0 -0.1 0.1
H -0.1 -0.2 0.0
H -0.1 -0.4 0.1
H 0.0 0.0 0.1
H 0.2 -0.1 0.2
H 0.0 0.1 -0.1
H 0.0 -0.1 0.2
H 0.1 0.3 0.4
H 0.1 0.1 0.1
H 0.1 -0.1 0.1
H -0.3 0.1 0.3
H -0.1 0.0 0.0
H -0.1 0.0 -0.1
H 0.0 -0.2 0.1
H 0.1 -0.1 0.0
H -0.1 -0.1 -0.1
H 0.0 -0.1 -0.1
H 0.1 0.2 0.0
H 0.4 0.1 -0.2
H -0.1 0.1 0.0
H 0.2 0.1 -0.1
O 1.5 -1.2 -0.5
O 0.1 0.2 -0.2
O -0.1 0.0 -0.3
O -0.1 0.1 -0.3
O -1.9 -1.0 1.7
O 0.2 -0.3 -0.4
O -0.1 0.4 -0.3
O 0.1 0.0 0.1
O -0.2 0.2 -0.2
O 0.1 0.2 0.2
O -0.4 0.1 0.5
O -0.1 1.5 -1.4


In order of appearance, relative energy (zero: lowest compared OMol25 entry of this formula, charge and spin) = 46.76, 30.64, 54.78, 122.27, 21.08, 115.69 kcal/mol.
In order of appearance, LUMO level = 0.05, -0.48, -0.37, -0.46, -0.24, -0.58 eV.
In order of appearance, HOMO level = -0.3560, -0.3664, -0.3951, -0.3495, -0.3999, -0.3815 Ha.